(1)
Here is a structure of composition C47H54F2N5O2PScSi from the OMol25 dataset. Energies are from the ωB97M-V functional and the def2-TZVPD basis.

LUMO energy (alpha / beta) ... -3.539 / -3.468 eV
HOMO-LUMO gap (alpha / beta) ... 3.1 / 3.4 eV
Net charge ... +1
ΔE to the lowest compared entry with this formula, charge and spin ... 117.6 kcal/mol
E_HOMO (alpha / beta) ... -6.6 / -6.9 eV

XYZ file:
```
113
C47H54F2N5O2PScSi, DFT the ωB97M-V functional and the def2-TZVPD basis
Sc 0.91 0.31 1.34
F 1.87 -4.78 -0.33
C 2.48 -3.59 -0.09
C 1.75 -2.73 0.73
C 1.97 -1.37 0.46
C 3.01 -0.96 -0.32
C 3.82 -1.91 -0.95
F 4.85 -1.44 -1.82
C 3.59 -3.23 -0.95
C 3.41 0.46 -0.11
C 4.76 0.94 -0.24
C 4.93 2.33 -0.10
C 3.89 3.11 0.38
C 2.76 2.52 0.87
N 2.51 1.24 0.48
H 1.03 -3.08 1.45
H 4.20 -3.82 -1.52
H 5.48 0.21 -0.64
H 5.87 2.79 -0.52
H 4.09 4.20 0.56
H 1.90 3.10 1.12
N -4.38 1.29 -3.37
C -3.82 1.58 -2.02
C -2.51 0.77 -1.83
C -1.94 0.96 -0.46
N -0.73 0.20 -0.29
H -5.20 1.86 -3.49
H -4.64 0.32 -3.52
H -4.57 1.32 -1.27
H -3.67 2.68 -2.02
H -1.81 1.04 -2.66
H -2.77 -0.29 -1.77
H -2.62 0.63 0.34
H -1.78 2.02 -0.22
H -0.09 0.17 -1.17
H -1.09 -0.77 -0.15
O 0.71 -0.74 3.21
C 0.08 0.25 3.75
O -0.07 1.34 3.08
C -0.54 0.13 5.18
N -2.03 -0.09 5.09
C -2.68 1.27 5.31
C -1.65 2.31 5.53
C -0.42 1.37 5.95
H -0.05 -0.78 5.68
H -2.40 -0.80 5.72
H -2.42 -0.36 4.16
H -3.29 1.10 6.22
H -3.43 1.55 4.54
H -1.86 3.18 6.21
H -1.34 2.75 4.57
H -0.37 1.33 7.05
H 0.50 1.89 5.60
C -3.15 -7.44 2.14
Si -2.32 -8.49 0.88
C -2.93 -10.31 0.79
C -0.49 -8.35 1.10
C 0.41 -7.70 0.18
C 1.77 -8.02 0.18
C 2.23 -8.83 1.18
C 1.41 -9.07 2.35
C 0.04 -8.91 2.29
H -4.18 -7.82 2.35
H -3.21 -6.44 1.69
H -2.46 -7.39 3.04
H -3.90 -10.54 1.09
H -2.33 -10.94 1.55
H -2.98 -10.59 -0.33
H -0.03 -7.03 -0.58
H 2.38 -7.70 -0.66
H 3.30 -9.17 1.20
H 1.97 -9.52 3.20
H -0.60 -9.11 3.19
C 0.16 6.58 -2.72
P -0.13 8.37 -2.42
C -0.05 8.49 -0.60
C -0.99 9.38 0.13
C -0.98 9.31 1.49
C -0.12 8.48 2.25
C 0.75 7.64 1.57
C 0.80 7.69 0.16
C 1.51 9.07 -2.80
C 2.32 9.79 -1.92
C 3.58 10.21 -2.40
C 4.11 9.79 -3.59
C 3.30 9.09 -4.50
C 1.98 8.80 -4.08
H 0.04 6.45 -3.80
H -0.63 6.03 -2.10
H 1.17 6.30 -2.41
H -1.59 10.19 -0.36
H -1.71 9.86 2.03
H -0.21 8.48 3.31
H 1.13 6.76 2.02
H 1.62 7.21 -0.37
H 2.17 9.97 -0.87
H 4.15 10.77 -1.71
H 5.00 10.33 -3.95
H 3.68 8.81 -5.49
H 1.45 8.16 -4.74
N -2.46 -7.67 -0.67
C -2.42 -7.23 -1.78
C -2.25 -6.64 -3.03
C -2.50 -7.38 -4.21
C -1.88 -7.05 -5.41
C -1.31 -5.77 -5.53
C -1.16 -5.00 -4.38
C -1.63 -5.33 -3.14
H -3.01 -8.38 -4.18
H -1.87 -7.81 -6.20
H -0.96 -5.41 -6.49
H -0.64 -3.98 -4.43
H -1.55 -4.75 -2.26
```

Mulliken atomic charge list, values in e, 8 entries: -0.112, -0.133, 0.458, -0.763, 0.628, 0.241, 0.469, -0.364

=====

(2)
Here is a structure of composition C47H54N6OP2RbS from the OMol25 dataset. Energies are from the ωB97M-V functional and the def2-TZVPD basis.

LUMO energy ... 1.685 eV
HOMO-LUMO gap ... 5.2 eV
Net charge ... -1
ΔE to the lowest compared entry with this formula, charge and spin ... 0.0 kcal/mol
E_HOMO ... -3.5 eV

XYZ file:
```
112
C47H54N6OP2RbS, DFT the ωB97M-V functional and the def2-TZVPD basis
Rb 13.33 18.62 12.45
C 8.24 19.49 14.90
C 8.52 17.98 14.61
C 8.58 17.24 15.98
P 10.03 17.82 13.59
C 10.00 16.01 13.10
C 10.57 15.12 14.25
C 10.78 15.74 11.80
C 9.41 18.65 12.08
C 8.55 17.98 11.22
C 7.94 18.58 10.13
C 6.98 17.89 9.20
C 8.31 19.93 9.90
C 9.15 20.62 10.73
C 9.74 20.02 11.92
N 10.54 20.67 12.78
C 10.50 22.05 12.79
C 9.29 22.79 12.70
C 9.24 24.16 12.77
C 10.40 24.92 12.84
C 10.31 26.44 12.89
C 11.60 24.23 13.01
C 11.66 22.85 13.02
P 13.22 21.96 13.31
C 13.21 21.92 15.22
C 12.75 23.19 15.94
C 14.49 21.32 15.74
C 14.56 23.21 12.74
C 15.04 24.38 13.60
C 15.79 22.39 12.26
H 7.34 19.53 15.56
H 7.99 20.04 13.98
H 9.12 19.90 15.38
H 7.66 17.62 14.02
H 9.59 17.34 16.35
H 8.25 16.20 15.90
H 7.87 17.75 16.67
H 8.95 15.72 12.99
H 11.61 15.35 14.43
H 10.48 14.05 13.99
H 10.06 15.29 15.20
H 11.84 15.93 11.96
H 10.32 16.32 10.98
H 10.76 14.70 11.56
H 8.29 16.97 11.45
H 6.88 16.86 9.54
H 7.41 17.87 8.18
H 5.99 18.37 9.17
H 7.92 20.43 8.99
H 9.46 21.63 10.44
H 8.38 22.17 12.68
H 8.26 24.64 12.75
H 9.33 26.73 13.30
H 10.45 26.94 11.91
H 11.08 26.83 13.54
H 12.51 24.81 13.16
H 12.41 21.16 15.33
H 13.52 23.94 15.92
H 12.49 22.92 16.96
H 11.86 23.58 15.45
H 15.30 22.08 15.85
H 14.91 20.54 15.12
H 14.35 20.91 16.73
H 14.08 23.65 11.84
H 15.73 24.04 14.37
H 14.23 24.95 14.06
H 15.67 25.04 13.00
H 16.27 21.93 13.14
H 16.49 23.08 11.79
H 15.60 21.59 11.57
C 15.84 9.95 24.42
O 16.03 9.69 23.05
C 15.68 10.64 22.13
C 15.61 10.20 20.80
C 15.25 11.09 19.83
C 14.94 12.42 20.12
C 15.10 12.84 21.45
C 15.44 11.94 22.47
C 14.60 13.36 19.04
N 15.02 13.22 17.82
C 14.54 14.32 17.14
C 13.85 15.13 18.00
N 13.90 14.52 19.22
C 13.28 16.36 17.59
C 12.59 17.25 18.45
C 12.05 18.40 17.95
C 12.24 18.65 16.57
N 12.93 17.87 15.74
C 13.45 16.72 16.22
C 14.22 15.90 15.31
N 14.37 16.33 14.04
C 15.13 15.62 13.24
C 15.75 14.44 13.62
C 15.55 13.94 14.88
C 14.78 14.69 15.76
H 15.99 9.00 24.90
H 14.84 10.31 24.63
H 16.55 10.70 24.79
H 15.82 9.15 20.60
H 15.14 10.81 18.80
H 14.90 13.89 21.72
H 15.55 12.28 23.48
H 13.57 14.89 20.11
H 12.43 16.93 19.47
H 11.47 19.10 18.55
H 11.78 19.52 16.13
H 15.29 16.04 12.25
H 16.35 13.91 12.88
H 15.98 13.01 15.19
S 17.81 17.75 13.47
C 16.77 18.20 12.25
N 15.98 18.46 11.44
```

Mulliken atomic charge list, values in e, 8 entries: 0.820, -1.290, 0.174, -1.519, 1.610, 0.372, -1.330, -1.328